20
Properties=species:S:1:pos:R:3:mulliken_charge:R:1 method="wB97M-V/def2-TZVPD" homo_lumo_gap_ev=10.2 homo_energy_ev=-9.18 smiles=CCN.CCN molar_mass_g_mol=90.17 max_force_ev_per_a=2.99
N -0.5960 -1.9428 -0.3850 -0.790
N 0.9524 0.0213 -1.3555 -0.709
C 1.8213 1.8165 0.2326 -0.961
C -2.1458 -0.5610 1.1050 -0.963
C -1.0106 -1.6586 0.9912 -0.259
C 1.1854 1.4189 -1.1671 -0.361
H 2.8780 1.5153 0.3290 0.261
H 1.7461 2.9008 0.4202 0.316
H -1.8370 0.2477 0.4215 0.266
H 0.1822 -0.2276 -0.7250 -0.113
H 1.8966 1.7552 -1.9458 0.333
H -0.1360 -1.3296 1.5848 0.269
H -2.2182 -0.1502 2.1261 0.299
H -3.1429 -0.9192 0.7984 0.287
H -1.4409 -2.5480 1.4905 0.345
H 0.3463 -2.3408 -0.3054 0.322
H 1.2327 1.2851 0.9992 0.267
H -0.4899 -1.0612 -0.8990 0.601
H 0.1944 1.8498 -1.4076 0.322
H 0.5820 -0.0717 -2.3078 0.268

13
Properties=species:S:1:pos:R:3:mulliken_charge:R:1 method="wB97M-V/def2-TZVPD" homo_lumo_gap_ev=9.7 homo_energy_ev=-8.98 smiles=CCCP(Cl)Br molar_mass_g_mol=189.42 max_force_ev_per_a=3.20
Br -0.3124 -3.8730 -0.0934 -0.204
Cl -1.2675 -1.7163 2.2042 -0.186
P 0.1825 -2.0098 0.9323 0.261
C -0.2139 -0.6870 -0.3202 -0.746
C 0.3107 1.7847 -0.5831 -1.103
C 0.2064 0.6217 0.3599 -0.350
H 0.5303 -0.7634 -1.1589 0.330
H -0.3722 0.9960 1.3156 0.269
H -1.1588 -0.9582 -0.8207 0.500
H -0.7642 1.8876 -1.0846 0.247
H 0.6286 2.7391 0.0994 0.279
H 1.1790 0.2762 0.5351 0.375
H 1.0515 1.7027 -1.3855 0.329

145
Properties=species:S:1:pos:R:3:mulliken_charge:R:1 method="wB97M-V/def2-TZVPD" homo_lumo_gap_ev=7.2 homo_energy_ev=-5.34 total_charge=-1 molar_mass_g_mol=945.14 max_force_ev_per_a=2.28
S -0.1782 1.8469 0.9558 -0.371
S 1.8652 -2.9714 1.7200 1.504
P -0.4583 -0.0851 1.0958 -0.064
F 0.3645 -3.3043 2.2054 -0.331
O 0.7428 -0.6157 -1.3200 -0.833
O 2.5820 -2.6563 2.9145 -0.706
O 2.4555 -2.1226 -0.6174 -0.797
O 2.2963 -4.1634 1.0578 -0.665
N -7.4129 -6.5449 6.3624 -0.001
N 0.1262 -6.3163 2.2697 0.261
N 4.1748 7.1767 -5.2959 0.081
N 2.5103 0.0916 2.2881 -0.453
N 0.5748 11.5655 -2.6606 0.009
N -3.1426 -7.0738 7.3795 0.004
N -1.0157 -12.3164 3.2407 0.040
C -2.7188 -1.6321 -1.5119 -1.265
C -3.4249 0.4431 -2.8489 -0.791
C -2.2866 5.3912 -3.1620 -0.896
C 5.9365 7.5904 -4.0254 -0.457
C 1.2713 -7.0438 2.4065 -0.455
C 4.3836 1.4039 -4.1988 -0.973
C -2.2276 2.7913 -2.9443 0.382
C -0.5378 -2.4318 -0.3169 -1.387
C 2.4406 10.8892 -1.6842 -0.173
C 1.7971 -1.5717 0.4719 1.033
C 0.9143 -8.3415 2.6717 -0.629
C 2.7880 -0.9054 -2.9972 -0.459
C -2.7904 -8.3392 6.9892 -0.804
C -1.7070 -6.8375 5.7085 -0.235
C -1.4145 -2.4176 -1.5568 -0.888
C 4.7869 0.8040 -2.8480 -0.522
C 0.8821 7.3474 1.9611 -1.433
C -1.2565 -13.5525 5.0581 -0.568
C 0.3834 -1.2068 -0.1410 0.117
C 1.3062 10.4607 -2.3198 -0.526
C 2.6451 -0.3465 0.8806 -1.733
C 0.6280 7.2605 0.4467 0.406
C -0.5074 -8.3910 2.6903 0.249
C 4.5704 7.5019 -4.0289 -0.654
C 3.2450 2.4296 -4.1651 -0.327
C -8.3668 -5.9435 5.5867 -0.461
C -2.2454 5.8726 -1.7037 -0.741
C 1.2260 12.6960 -2.2483 -0.508
C 2.3893 12.3093 -1.6388 -0.668
C 4.2431 -0.6111 -2.5648 -0.530
C 5.2708 7.0528 -6.1048 -0.562
C 6.3818 7.3061 -5.3455 -0.447
C -7.7660 -4.9193 4.9055 -0.491
C -6.3961 -4.9027 5.2858 -0.346
C -1.8328 -13.3556 2.8938 -0.554
C -0.8398 7.0204 0.1150 -0.620
C -2.7885 1.5539 -3.6833 -1.104
C -0.6615 -12.4253 4.5562 -0.343
C -2.6689 -0.0815 -1.6047 0.158
C -1.9014 -8.2245 5.9551 -0.258
C 3.0029 3.6169 -1.8942 -0.053
C -2.0010 -14.1441 4.0011 -0.363
C 3.5690 3.6875 -3.3416 -0.214
C -3.0047 4.0514 -3.3633 -1.097
C -0.9617 -7.1235 2.4389 -1.349
C -1.0770 6.7932 -1.3877 -0.448
C -2.4851 -6.1541 6.6031 -0.892
C -6.2093 -5.9167 6.1860 -0.014
B 1.8179 -1.5396 -1.8570 1.607
H -0.7191 -11.5813 2.6233 0.238
H -2.3179 5.0358 -1.0038 0.414
H -3.2301 3.9698 -4.4260 0.496
H 3.7399 3.8899 -1.1401 0.340
H -3.5723 1.9387 -4.3386 0.480
H -1.1673 -2.6071 0.5620 0.593
H 5.2373 1.9196 -4.6492 0.480
H -1.4061 7.8869 0.4683 0.262
H 1.8891 7.0046 2.2058 0.389
H 1.2144 -2.4920 -2.4040 -0.491
H -7.5704 -7.3314 6.9641 0.188
H 0.1041 -3.3129 -0.4012 0.612
H -1.2772 7.7763 -1.8267 0.205
H -0.3056 11.5481 -3.1407 0.186
H 0.1963 6.7123 2.5227 0.340
H -1.6506 0.3146 -1.5757 0.009
H -3.1614 0.3193 -0.7155 0.403
H 1.2506 6.4548 0.0537 0.069
H -2.6297 -5.0975 6.7528 0.419
H -1.1285 -9.2537 2.8717 0.424
H 2.0040 0.9725 2.3269 0.266
H -1.1815 2.9333 -3.2283 0.018
H 2.7168 2.5880 -1.6744 -0.550
H -0.8380 -2.1368 -2.4374 0.144
H -0.0206 -11.6948 5.0200 0.412
H 3.8495 7.6361 -3.2412 0.608
H -2.2231 -13.4445 1.8948 0.369
H 6.5490 7.8283 -3.1720 0.412
H 0.8080 13.6725 -2.4222 0.373
H 2.0900 4.2037 -1.8023 0.077
H 2.3077 2.0118 -3.7971 0.009
H -5.3261 -6.2423 6.7105 -0.027
H 2.3599 0.4667 0.2157 0.369
H -2.5922 -15.0433 4.0491 0.387
H -1.1689 -13.9122 6.0696 0.400
H -9.3843 -6.2948 5.5850 0.370
H 0.9563 9.4700 -2.5560 0.476
H -1.0703 -6.3946 4.9639 0.617
H -3.5297 -0.4127 -3.5153 0.407
H 3.6674 -0.6634 0.6957 0.725
H -1.9610 -6.7297 2.3674 0.383
H -1.1732 6.1626 0.7063 0.423
H 2.2345 -6.5752 2.3007 0.491
H 2.8171 -1.6250 -3.8137 0.279
H 4.6338 3.9177 -3.3378 0.294
H -3.1565 6.4620 -1.5573 0.267
H 2.2848 -0.0216 -3.3944 -0.118
H -2.2250 2.6942 -1.8569 0.170
H -3.7759 -6.8548 8.1249 0.260
H -0.1402 6.4443 -1.8306 0.319
H 4.3779 -0.8014 -1.4987 0.062
H 3.2240 7.0455 -5.5869 0.205
H 3.2198 10.2568 -1.2944 0.437
H 1.5966 -9.1606 2.8330 0.391
H -0.0192 -0.5755 2.3379 0.193
H 4.8936 -1.3173 -3.0870 0.391
H 0.8109 8.3731 2.3249 0.345
H -1.4398 -9.0421 5.4296 0.496
H -3.3191 -1.9411 -0.6503 0.259
H -4.4462 0.7281 -2.5828 0.256
H 7.4003 7.2856 -5.6951 0.402
H -1.6950 -3.4643 -1.7106 0.536
H 3.1228 12.9696 -1.2074 0.385
H 4.5332 1.4666 -2.0217 0.283
H -1.2910 5.3515 -3.6133 0.439
H -5.6349 -4.2258 4.9361 0.415
H 0.9648 8.2065 0.0137 -0.095
H 3.4324 0.2962 2.6558 0.260
H -3.2749 -1.9642 -2.3879 0.554
H -1.8279 -0.3874 1.0605 0.136
H 0.1010 -5.3299 2.0722 0.232
H 5.1672 6.7938 -7.1443 0.405
H -3.2017 -9.2067 7.4766 0.386
H -3.9219 4.1141 -2.7695 0.238
H 4.1042 0.6075 -4.8938 0.408
H 5.8797 0.7290 -2.8392 0.297
H -2.8632 6.1322 -3.7242 0.384
H -8.2523 -4.2565 4.2095 0.387
H 3.0540 2.7363 -5.1999 0.392
H 3.0455 4.5211 -3.8161 0.117
H -2.0352 1.1223 -4.3437 0.326

23
Properties=species:S:1:pos:R:3:mulliken_charge:R:1 method="wB97M-V/def2-TZVPD" homo_lumo_gap_ev=9.7 homo_energy_ev=-12.70 smiles="C=CN/C(CC)=N/[NH2+]C" total_charge=+1 molar_mass_g_mol=128.20 max_force_ev_per_a=7.33
N -0.2194 -0.3949 -1.5457 -0.097
N 0.8177 1.0034 1.6167 -0.149
N 0.1198 0.6303 -0.3784 -0.583
C -1.8203 -1.1187 1.5595 -0.836
C 0.9159 -1.1945 -2.1179 -0.758
C -0.3763 -1.1536 1.1614 -0.927
C 0.1923 0.1840 0.7739 0.777
C 0.1874 3.0716 0.8206 -0.529
C 1.0949 2.2139 1.1337 -0.363
H 0.6901 -1.3770 -3.2667 0.343
H 0.1898 -1.2643 2.0480 0.357
H -0.5592 0.1399 -2.2666 0.331
H -2.5385 -0.9639 0.7281 0.261
H 0.8175 0.8833 2.7204 0.349
H -2.0998 -0.3356 2.4089 0.280
H -0.1691 -1.9934 0.5301 0.357
H 1.8272 -0.6972 -2.0016 0.331
H -0.7982 2.5766 0.6712 0.188
H 2.0768 2.5069 1.4841 0.380
H 0.8555 -2.1914 -1.6802 0.298
H -1.0287 -0.9411 -1.1051 0.336
H 0.3463 4.1327 0.4866 0.304
H -1.9417 -2.1412 1.9526 0.349

75
Properties=species:S:1:pos:R:3:mulliken_charge:R:1 method="wB97M-V/def2-TZVPD" homo_lumo_gap_ev=7.5 homo_energy_ev=-5.23 total_charge=-1 molar_mass_g_mol=855.65 max_force_ev_per_a=2.35
La -0.0972 1.0649 0.1857 1.368
S 2.4992 -0.1633 3.0336 -0.495
S -2.9520 0.1668 0.1602 -0.385
S 0.6726 0.5665 2.9314 1.060
F 6.9547 3.2924 -0.7221 -0.257
F 6.8823 3.2602 1.4442 -0.253
F 7.3475 1.4418 0.3494 -0.289
O 1.2763 0.6106 -4.1456 -0.782
O 0.9985 0.4346 -1.9120 -0.322
O 0.0361 0.5582 4.2273 -0.693
O -2.0852 4.2702 -5.2486 -0.557
O -1.4753 3.0104 0.5576 -0.379
O 0.6931 1.9179 2.2920 -0.581
O -0.1737 -0.2676 1.9574 -0.375
O -3.1082 4.3840 -0.1807 -0.772
N 2.4282 1.6928 0.0923 0.261
N -3.2383 0.0650 2.8123 0.228
N -0.1263 -1.9962 -0.7067 0.597
N 0.8986 -2.9691 1.6742 -0.403
N -3.6431 -1.9218 1.7478 0.088
N -0.7777 2.3590 -1.8733 0.414
C 0.6038 -3.1884 -3.1253 -0.976
C -0.7567 -1.7312 -1.8222 -0.087
C -4.9911 -2.1480 2.2637 -1.127
C -3.2492 -0.5919 1.6550 0.446
C -2.1673 3.6143 -0.3334 0.020
C 2.9878 -4.7714 -0.7750 -0.641
C 1.2939 -3.5410 -1.9454 1.132
C 3.3063 0.7035 0.1847 -0.613
C -0.4384 -2.3187 -3.0616 -1.128
C 0.7701 0.9225 -3.0727 0.011
C -0.7008 2.6653 -4.2267 -0.695
C 2.5276 -4.2404 0.4417 -0.704
C -3.2883 -2.8327 0.6670 -0.638
C 4.2093 3.2709 0.2229 -1.044
C 0.8605 -2.9443 -0.7387 0.422
C 2.3727 -4.4562 -1.9539 -0.930
C 1.4568 -3.3646 0.4917 0.164
C 6.5825 2.5471 0.3401 0.675
C -1.6729 3.6531 -4.1147 1.115
C -0.2850 2.0391 -3.0744 0.187
C 5.1210 2.2257 0.2811 0.516
C -1.7061 3.3111 -1.7671 -0.294
C -2.1895 3.9825 -2.8650 -0.357
C -3.0388 1.5136 2.8861 -1.144
C 4.6743 0.9267 0.2661 -0.658
C -3.0905 -0.6203 4.1016 -1.197
C 2.8742 2.9479 0.1397 -0.541
H -5.2242 -1.4457 3.0604 0.394
H 3.0008 -4.5286 1.3751 0.370
H 2.7010 -4.8826 -2.8959 0.370
H -2.2228 -2.7824 0.4826 -0.065
H 0.9080 -3.6331 -4.0668 0.374
H -1.5810 -1.0281 -1.7649 0.365
H -3.5839 1.8826 3.7573 0.301
H -1.0005 -2.0380 -3.9435 0.431
H 1.5261 -2.9208 2.4580 0.339
H -5.7357 -2.0258 1.4664 0.331
H -0.2743 2.3881 -5.1826 0.580
H -2.1597 -0.2858 4.5560 0.394
H -5.0646 -3.1613 2.6617 0.344
H -1.9884 1.7608 3.0065 0.334
H -3.9281 -0.3722 4.7591 0.337
H -3.4082 1.9982 1.9925 0.388
H 2.9308 -0.3040 0.0917 0.652
H -3.8189 -2.6032 -0.2640 0.324
H -2.7528 4.9236 -5.0226 0.297
H 0.3042 -2.1551 1.6305 -0.206
H 3.8268 -5.4584 -0.7679 0.369
H -3.0441 -1.6921 3.9538 0.367
H 5.3584 0.0909 0.3242 0.490
H -3.5434 -3.8445 0.9878 0.344
H -2.9575 4.7361 -2.7257 0.443
H 2.1215 3.7284 0.0969 0.531
H 4.5345 4.3014 0.2319 0.417

23
Properties=species:S:1:pos:R:3:mulliken_charge:R:1 method="wB97M-V/def2-TZVPD" homo_lumo_gap_ev=11.4 homo_energy_ev=-14.75 total_charge=+1 molar_mass_g_mol=106.19 max_force_ev_per_a=1.62
O -1.4635 -2.4676 -2.5222 -0.661
N -1.0449 0.2839 -2.0468 -0.220
C 0.7475 -0.4135 2.6091 -1.434
C 0.4702 0.6415 1.5220 0.325
C -0.3219 0.0223 0.3487 -0.821
C 1.8235 1.2208 1.0460 -1.347
C -0.6338 0.9967 -0.7760 -0.619
H 1.5600 -1.0401 2.2556 0.345
H 2.4001 1.4841 1.9238 0.392
H -1.2177 -0.4472 0.7549 0.360
H -0.6217 -0.6528 -1.9973 0.342
H -0.7581 0.6800 -2.9419 0.338
H -0.2111 1.4178 1.9009 0.366
H -0.1956 -0.9353 2.7969 0.396
H 0.2275 1.5889 -1.0817 0.360
H -2.0586 0.1325 -2.0925 0.373
H 0.9490 0.0565 3.5667 0.409
H 1.7175 2.0489 0.3479 0.346
H -1.4518 -2.8130 -3.4131 0.321
H 2.2240 0.3975 0.4442 0.356
H -1.0438 -3.1593 -2.0238 0.329
H -1.4325 1.6861 -0.5158 0.330
H 0.3356 -0.7288 -0.1056 0.413